1.
Here is the molecule C4H8O from the OMol25 dataset. Energies are from ωB97M-V/def2-TZVPD.

ORCA input file:
```
! wB97M-V def2-TZVPD RIJCOSX def2/J DEFGRID3
* xyz 0 1
C 1.5591 0.6437 -0.4649
C 0.3749 0.7705 0.4151
C -1.6630 -0.2539 -0.5265
C 0.1182 -0.4529 1.2001
O -0.5141 -0.9473 -0.0038
H 2.2132 1.4540 -0.1141
H 2.1064 -0.3123 -0.4603
H 1.3001 0.9113 -1.4984
H -1.3824 0.4896 -1.2808
H -2.2272 0.2609 0.2558
H -2.2608 -1.0331 -0.9986
H 0.9507 -1.1359 1.4268
H -0.5751 -0.3945 2.0495
*
```

Computed properties:
HOMO-LUMO gap: 8.86 eV
ΔE to the lowest compared entry with this formula, charge and spin: 4.738 eV
total energy: -6320.4294 eV

2.
Here is a structure of composition C5H8O at a distorted geometry from the OMol25 dataset. Energies are from ωB97M-V/def2-TZVPD.

ORCA input file:
```
! wB97M-V def2-TZVPD RIJCOSX def2/J DEFGRID3
* xyz 0 1
C 0.9693 0.4760 -1.1795
C 1.4297 1.1009 0.3679
C 0.4851 -0.0012 0.1210
C -1.0131 -0.1004 0.3965
C -0.6931 -1.5914 0.5897
O 0.7185 -1.3507 0.5014
H 1.6707 -0.2187 -1.6459
H 0.3553 1.0730 -1.8371
H 0.8815 2.0350 0.5160
H 2.0690 1.2096 -0.6164
H -1.6612 0.1525 -0.4481
H -1.3645 0.4052 1.2974
H -0.9656 -2.0235 1.5564
H -1.0469 -2.2457 -0.2173
*
```

Computed properties:
HOMO-LUMO gap: 9.70 eV
ΔE to the lowest compared entry with this formula, charge and spin: 4.610 eV
total energy: -7357.6452 eV

3.
Here is the ion C2H4Cl2N3O4P2 with charge +1 at a distorted geometry from the OMol25 dataset. Energies are from ωB97M-V/def2-TZVPD.

ORCA input file:
```
! wB97M-V def2-TZVPD RIJCOSX def2/J DEFGRID3
* xyz 1 1
O 2.7770 -0.9543 1.2767
P 2.2227 0.0069 0.3342
O 2.1776 1.5129 0.9914
O 3.0776 0.1301 -1.0498
N 0.6038 -0.5389 -0.1430
C -0.4595 -0.0095 0.5286
N -1.5061 -0.5923 -0.0955
P -3.2129 -0.2404 0.3781
O -3.6324 0.9790 -0.6853
Cl -3.1392 0.6879 2.2448
N -1.1652 -1.4468 -1.0644
C 0.1663 -1.4310 -1.1214
Cl 1.2209 -2.3015 -2.1682
H 1.6169 1.4346 1.7872
H 2.4669 0.5772 -1.6756
H -0.4140 0.7288 1.3394
H -2.8005 1.4573 -0.8772
*
```

Computed properties:
HOMO-LUMO gap: 9.50 eV
ΔE to the lowest compared entry with this formula, charge and spin: 0.000 eV
total energy: -58416.8798 eV

4.
Here is the molecule C8H14N2O6 at a distorted geometry from the OMol25 dataset. Energies are from ωB97M-V/def2-TZVPD.

ORCA input file:
```
! wB97M-V def2-TZVPD RIJCOSX def2/J DEFGRID3
* xyz 0 1
C 1.8353 1.2050 -0.5946
C 0.4261 0.8833 -0.1072
C 2.8461 0.5274 0.2881
C 2.7722 -0.9751 0.2387
C -1.7691 -0.0822 -0.6106
C -2.4451 0.9186 0.3389
C -1.6554 -1.4945 0.0001
C -2.9972 -2.1657 0.0823
H 1.8714 3.0024 0.3628
H 1.5033 3.0840 -1.2949
H 1.9287 0.8183 -1.6088
H 3.9098 0.8589 0.0019
H 2.6932 0.8336 1.3883
H 3.6642 -2.4999 0.7910
H -0.0952 0.0040 -1.8568
H -2.4182 -0.1625 -1.5261
H -1.2479 -1.5005 1.0513
H 0.0458 -2.0845 -0.6045
H -2.8891 -3.1517 0.4858
H -3.7069 -1.6427 0.7924
H -3.4505 -2.2241 -0.9131
H -2.7859 2.7204 0.5407
N 2.0688 2.6434 -0.5667
N -0.4836 0.3999 -1.0139
O 0.0973 1.1057 1.0631
O 1.9125 -1.6168 -0.2827
O 3.8025 -1.5464 0.8969
O -3.0863 0.6315 1.2997
O -0.8694 -2.2896 -0.8759
O -2.3810 2.1830 -0.1461
*
```

Computed properties:
HOMO-LUMO gap: 10.18 eV
ΔE to the lowest compared entry with this formula, charge and spin: 0.236 eV
total energy: -23789.8463 eV

5.
Here is a cluster of 2 separate species, C12H10NP in total at a distorted geometry from the OMol25 dataset. Energies are from ωB97M-V/def2-TZVPD.

ORCA input file:
```
! wB97M-V def2-TZVPD RIJCOSX def2/J DEFGRID3
* xyz 0 1
C 0.5117 1.3296 -0.3930
C -0.1778 0.6829 0.3430
C 3.9228 3.2682 -2.1953
C 3.6731 1.8357 -2.3150
C 2.9457 4.0202 -1.5371
C 2.4955 1.3158 -1.7486
C 1.8340 3.4277 -0.9234
C 1.5816 2.1100 -1.1083
C -2.1983 -3.5909 1.8605
C -1.4229 -2.5032 1.9742
C -4.1605 -2.3596 1.2370
C -3.6514 -3.6353 1.7947
N -3.6420 -1.2249 1.3308
P -2.2518 -0.7719 2.1671
H 4.6463 3.7347 -2.7666
H 4.5241 1.0444 -2.5236
H 2.9244 5.0778 -1.5287
H 2.4065 0.1948 -1.6101
H 1.0714 4.0489 -0.4565
H -1.7116 -4.5196 1.7911
H -0.2996 -2.6092 1.9698
H -5.0867 -2.3863 0.6990
H -3.9579 -4.5581 1.1291
H -3.9764 -3.9318 2.8099
*
```

Computed properties:
HOMO-LUMO gap (spin up / spin down): 5.84 / 6.34 eV
ΔE to the lowest compared entry with this formula, charge and spin: 5.011 eV
total energy: -23377.2886 eV

6.
Here is a structure of composition C24H29ClGaN3P2 at a distorted geometry from the OMol25 dataset. Energies are from ωB97M-V/def2-TZVPD.

ORCA input file:
```
! wB97M-V def2-TZVPD RIJCOSX def2/J DEFGRID3
* xyz 2 1
Ga -0.0976 -0.1517 0.6095
Cl 2.2469 -0.6361 0.7015
P -0.0966 -0.1648 -1.6848
C -0.7750 1.3624 -2.4318
C -1.9381 1.3661 -3.2119
C -2.4162 2.5615 -3.7507
C -1.7362 3.7566 -3.5185
C -0.5752 3.7563 -2.7415
C -0.0971 2.5685 -2.1934
C 1.5581 -0.3309 -2.4346
C 2.2574 -1.5234 -2.2043
C 3.5151 -1.7181 -2.7676
C 4.0916 -0.7168 -3.5522
C 3.4061 0.4780 -3.7725
C 2.1409 0.6721 -3.2171
C -1.0685 -1.4899 -2.4918
C -1.6652 -2.4758 -1.6934
C -2.4526 -3.4693 -2.2707
C -2.6403 -3.4995 -3.6541
C -2.0401 -2.5289 -4.4559
C -1.2608 -1.5255 -3.8789
H 1.8157 -2.2838 -1.5653
H 4.0533 -2.6431 -2.5811
H 5.0787 -0.8638 -3.9816
H 3.8578 1.2633 -4.3722
H 1.6103 1.6052 -3.3823
H -2.4704 0.4384 -3.3971
H -3.3211 2.5560 -4.3522
H -2.1107 4.6861 -3.9384
H -0.0437 4.6854 -2.5553
H 0.8007 2.5620 -1.5799
H -1.5001 -2.4622 -0.6201
H -2.9123 -4.2263 -1.6413
H -3.2458 -4.2808 -4.1049
H -2.1763 -2.5511 -5.5336
H -0.7968 -0.7713 -4.5067
H -1.1726 0.9562 0.5528
H -1.5317 -0.7252 0.5665
C 1.4785 0.3670 5.7028
N 1.1052 1.4266 4.7477
C -0.3109 1.8262 4.9674
N -1.2455 0.6700 4.8933
C -0.8265 -0.3732 5.8446
N 0.5663 -0.7845 5.5966
C 0.6969 -1.4341 4.2892
P 0.2542 -0.3329 2.8922
C 1.3639 1.0279 3.3467
C -1.3797 0.1416 3.5190
H 1.4412 0.7694 6.7390
H 2.5310 0.0438 5.5375
H -0.6094 2.6141 4.2415
H -0.3991 2.2928 5.9742
H -1.5087 -1.2520 5.7850
H -0.9180 0.0126 6.8840
H 1.7363 -1.8006 4.1469
H 0.0354 -2.3281 4.2546
H 1.1464 1.8968 2.6907
H 2.4271 0.7438 3.1983
H -2.0858 -0.7144 3.4713
H -1.7879 0.9540 2.8822
*
```

Computed properties:
HOMO-LUMO gap (spin up / spin down): 3.10 / 4.29 eV
total energy: -113284.7442 eV